[1]
Entry from the Open Molecules 2025 dataset: a cluster of 2 separate species, C2H6BN in total in a non-equilibrium geometry (ωB97M-V/def2-TZVPD).

```
! RIJCOSX wB97M-V def2-TZVPD def2/J DEFGRID3
* xyz 0 1
N -1.859 0.109 -0.185
C 0.785 0.817 -0.120
C 0.796 -0.774 -0.115
B -0.475 0.041 0.027
H 1.338 1.218 0.836
H -2.403 -0.714 -0.394
H 1.081 -1.289 -0.885
H 1.656 -1.262 0.941
H 1.069 1.366 -0.916
H -2.494 1.013 0.002
*
```

Values from the calculation:
Kohn-Sham gap	0.374	Ha
relative energy (zero: lowest compared OMol25 entry of this formula, charge and spin)	46.12	kcal/mol
HOMO energy	-9.6	eV
calculated total energy	-159.32697	a.u.
LUMO level	0.5649	eV

[2]
Entry from the Open Molecules 2025 dataset: the ion C25H35N2O2 with charge +1 in a non-equilibrium geometry (ωB97M-V/def2-TZVPD).

```
! RIJCOSX wB97M-V def2-TZVPD def2/J DEFGRID3
* xyz 1 1
O 4.666 0.716 1.825
O -3.803 -0.197 -1.225
N -1.113 1.743 -0.443
N -5.785 0.069 -0.197
C 6.165 -2.258 0.258
C 3.583 0.821 1.041
C 3.031 -0.208 0.277
C 0.067 1.536 -1.332
C 6.770 -2.627 -0.931
C -6.650 0.689 0.783
C -5.790 -4.182 1.059
C 2.975 2.084 1.013
C -3.834 1.357 0.595
C 1.301 1.276 -0.515
C -5.460 -2.871 0.355
C 5.374 -0.513 1.885
C 1.901 0.025 -0.484
C -2.591 0.759 1.272
C 6.013 -0.915 0.577
C -1.478 0.495 0.268
C -6.390 -0.958 -1.033
C 6.471 0.053 -0.306
C 7.067 -0.318 -1.499
C -6.709 -2.231 -0.249
C 1.857 2.305 0.245
C -2.287 2.275 -1.171
C -4.481 0.332 -0.350
C -3.411 2.602 -0.197
C 7.218 -1.658 -1.812
H -6.396 0.386 1.802
H -5.006 -2.181 1.072
H -7.179 -2.936 -0.935
H 3.415 2.874 1.599
H 6.150 -0.332 2.636
H 7.688 -1.947 -2.740
H -5.676 -1.186 -1.827
H 4.718 -1.311 2.256
H 0.195 2.440 -1.934
H -7.426 -2.015 0.546
H -3.088 3.380 0.501
H -4.533 1.654 1.373
H -6.618 1.778 0.710
H -0.836 2.431 0.269
H -2.622 1.504 -1.870
H 1.490 -0.782 -1.073
H -4.731 -3.052 -0.437
H -6.217 -4.893 0.357
H 3.483 -1.185 0.258
H -4.257 2.994 -0.762
H -2.242 1.447 2.047
H 6.890 -3.673 -1.169
H -6.508 -4.017 1.859
H -7.300 -0.551 -1.482
H -2.847 -0.183 1.757
H -7.671 0.375 0.585
H -4.893 -4.622 1.488
H -0.588 0.106 0.767
H 6.360 1.098 -0.056
H -1.990 3.167 -1.725
H -0.152 0.699 -1.996
H -1.831 -0.222 -0.477
H 7.419 0.442 -2.180
H 1.423 3.296 0.219
H 5.816 -3.016 0.945
*
```

Values from the calculation:
SMILES	CCCCN(C)C(=O)[C@H]1CC[N@@H+](Cc2ccc(OCc3ccccc3)cc2)CC1
Kohn-Sham gap	0.330	Ha
relative energy (zero: lowest compared OMol25 entry of this formula, charge and spin)	0.00	kcal/mol
HOMO energy	-11.2	eV
calculated total energy	-1233.42969	a.u.
LUMO level	-2.2098	eV

[3]
Entry from the Open Molecules 2025 dataset: a structure of composition C6H15BrCuO4P in a non-equilibrium geometry (ωB97M-V/def2-TZVPD).

```
! RIJCOSX wB97M-V def2-TZVPD def2/J DEFGRID3
* xyz 0 1
Br -29.739 23.256 -19.341
Cu -29.749 20.553 -18.915
P -24.944 28.155 -20.680
O -25.116 29.405 -19.696
O -24.505 28.447 -22.063
O -26.407 27.512 -20.582
O -23.970 27.154 -19.929
C -26.938 26.660 -21.593
C -24.122 30.424 -19.700
C -26.958 25.210 -21.117
C -23.846 25.187 -18.557
C -24.218 26.658 -18.614
C -22.864 30.079 -18.912
H -27.684 25.015 -20.324
H -25.265 26.784 -18.331
H -23.796 30.596 -20.730
H -22.390 29.100 -18.981
H -22.758 25.131 -18.618
H -24.111 24.715 -17.608
H -26.343 26.771 -22.500
H -24.329 24.573 -19.314
H -24.561 31.334 -19.301
H -27.958 26.943 -21.852
H -22.119 30.869 -18.969
H -23.583 27.242 -17.945
H -23.223 30.027 -17.874
H -25.986 24.843 -20.793
H -27.342 24.533 -21.884
*
```

Values from the calculation:
Kohn-Sham gap	0.257	Ha
relative energy (zero: lowest compared OMol25 entry of this formula, charge and spin)	13.84	kcal/mol
HOMO energy	-9.3	eV
calculated total energy	-5094.48611	a.u.
LUMO level	-2.2757	eV